This record from the Open Molecules 2025 dataset describes a structure of composition C33H33CaN4O4S2SeSi. The level of theory is ωB97M-V/def2-TZVPD.

XYZ file:
```
79
Properties=species:S:1:pos:R:3:forces:R:3
Ca -0.009941 -1.364771 0.034872 -0.563 -0.432 -0.198
C 5.737128 -5.927207 4.802153 0.007 -0.004 0.003
C 4.900165 -5.034827 3.925831 -0.027 0.009 -0.018
C 5.420772 -3.868860 3.381503 0.001 -0.024 0.019
C 4.648260 -3.053834 2.561504 0.023 0.059 -0.028
C 3.340574 -3.405617 2.287322 -0.052 -0.103 -0.083
C 2.797499 -4.566746 2.827452 -0.014 0.013 -0.005
C 3.576072 -5.372220 3.636237 0.023 0.003 0.001
S 2.303538 -2.365198 1.283675 0.214 -0.125 0.266
O 3.146952 -1.247792 0.876818 -0.035 -0.016 0.047
O 1.817287 -3.191534 0.164292 -0.056 0.375 0.179
N 1.039546 -1.974085 2.102644 0.220 0.043 -0.253
C 1.123350 -0.817964 2.994351 -0.073 0.179 -0.047
C 0.374669 0.431045 2.453773 0.404 0.029 0.280
O 0.638302 1.512299 2.965514 -0.177 -0.049 0.016
O -0.463425 0.224872 1.498862 0.006 -0.007 -0.315
H 6.680685 -5.448627 5.063616 -0.001 -0.005 0.001
H 5.966671 -6.867649 4.295973 -0.001 0.005 0.003
H 5.213372 -6.174272 5.727149 0.002 0.003 -0.004
H 6.444748 -3.588893 3.602185 -0.004 0.002 -0.004
H 5.047488 -2.143521 2.134160 -0.005 -0.010 0.005
H 1.766556 -4.819265 2.612914 0.008 0.001 0.001
H 3.152379 -6.276703 4.058472 0.000 -0.002 0.000
H 2.147094 -0.500437 3.204227 0.010 0.002 -0.020
H 0.661609 -1.062258 3.954437 -0.008 -0.052 0.006
S 3.419873 0.876995 -2.404932 -0.040 -0.062 -0.041
C 1.939873 0.738532 -1.534904 0.066 0.029 -0.003
N 1.174066 -0.253039 -1.860190 0.208 -0.010 0.295
C 1.754222 -1.010189 -2.870538 -0.167 -0.023 -0.110
C 1.167125 -2.131655 -3.459696 0.045 0.021 0.003
C 1.845614 -2.766421 -4.477907 -0.006 0.014 0.013
C 3.093524 -2.297688 -4.911961 -0.011 -0.011 -0.002
C 3.679488 -1.187093 -4.338197 0.002 0.037 0.020
C 2.994427 -0.541832 -3.309670 0.029 0.023 0.012
H 1.690873 1.459684 -0.766559 0.000 -0.039 0.013
H 0.201553 -2.489046 -3.118721 -0.007 -0.002 0.007
H 1.402067 -3.637131 -4.942957 0.007 -0.001 -0.005
H 3.608698 -2.815982 -5.710641 -0.002 0.003 0.001
H 4.642192 -0.826800 -4.676842 -0.008 -0.010 -0.001
C -0.038485 1.258508 -4.610930 -0.013 -0.015 -0.006
N -0.913749 1.116034 -3.467207 0.061 0.090 -0.056
C -1.781345 0.068081 -3.250433 -0.104 -0.006 0.108
C -2.390335 0.301024 -2.065833 0.077 0.026 -0.013
N -1.875886 1.487110 -1.569124 0.127 -0.097 -0.171
C -2.254351 2.113578 -0.312485 -0.040 0.044 0.005
C -0.964999 1.993266 -2.436499 -0.236 -0.043 0.041
Se -0.022820 3.560748 -2.269500 0.046 0.075 -0.027
H 0.017248 0.300054 -5.124364 -0.005 0.014 0.004
H 0.950973 1.557785 -4.271162 0.034 0.000 0.016
H -0.410509 2.029246 -5.286259 -0.013 -0.001 0.006
H -1.879172 -0.758060 -3.934489 0.047 0.089 0.026
H -3.130237 -0.269990 -1.529080 0.006 0.018 -0.010
H -3.030398 1.501335 0.141744 -0.003 0.010 0.007
H -2.626148 3.118162 -0.508488 0.006 0.002 0.001
H -1.402620 2.153472 0.362431 0.006 -0.008 0.008
C -6.652966 -1.765949 0.186009 -0.035 -0.021 -0.031
C -6.472861 -2.688025 -0.839291 -0.017 0.039 0.035
C -5.197207 -3.123789 -1.165839 0.058 -0.015 0.066
C -4.061402 -2.656419 -0.491193 -0.025 0.002 -0.173
C -4.273597 -1.725662 0.528999 0.011 0.032 0.020
C -5.548877 -1.288965 0.874068 0.033 0.012 0.014
Si -2.261726 -3.208537 -0.894948 0.070 -0.092 0.073
C -2.307857 -3.673258 -2.760286 -0.184 0.213 -0.048
C -3.055028 -2.939464 -3.695350 0.060 -0.098 0.106
C -2.956143 -3.168885 -5.062141 0.014 -0.039 -0.011
C -2.102650 -4.153200 -5.543621 0.006 -0.008 0.025
C -1.359952 -4.904346 -4.640070 -0.005 0.006 -0.044
C -1.463482 -4.662975 -3.277167 0.022 -0.031 0.086
H -7.647967 -1.421521 0.442353 0.009 -0.005 0.000
H -7.332280 -3.066750 -1.381214 0.013 -0.006 -0.002
H -5.075398 -3.849060 -1.962246 -0.013 -0.015 -0.022
H -3.417066 -1.330149 1.070507 -0.017 0.006 0.007
H -5.676497 -0.571213 1.675913 0.008 0.003 0.000
H -2.235990 -4.589597 -0.287758 -0.020 -0.024 -0.046
H -3.731777 -2.165688 -3.340739 0.009 -0.045 -0.043
H -3.548975 -2.581971 -5.754819 -0.010 0.011 0.003
H -2.022425 -4.339540 -6.607733 -0.005 0.006 0.001
H -0.699741 -5.684752 -5.003183 -0.001 0.006 0.018
H -0.869268 -5.255724 -2.587059 0.001 0.000 -0.032
```
Forces are in eV/Å.

Total charge: -1
Relative energy (zero: lowest compared OMol25 entry of this formula, charge and spin) in eV: 0.000

Charge distribution, Löwdin scheme, values in e:
1 Ca 1.1775
2 C -0.0607
3 C -0.2833
4 C -0.0452
5 C -0.0502
6 C -0.2701
7 C -0.0519
8 C -0.0455
9 S 0.4756
10 O -0.3346
11 O -0.4103
12 N -0.3228
13 C -0.2032
14 C -0.6808
15 O 0.0062
16 O -0.2543
17 H 0.0694
18 H 0.0788
19 H 0.0764
20 H 0.1064
21 H 0.1080
22 H 0.1178
23 H 0.1110
24 H 0.1067
25 H 0.1101
26 S 1.0767
27 C -0.4714
28 N -0.0435
29 C -0.3261
30 C -0.0029
31 C -0.0660
32 C -0.0875
33 C -0.0879
34 C -0.4647
35 H 0.0749
36 H 0.0912
37 H 0.0956
38 H 0.0993
39 H 0.1049
40 C -0.0443
41 N -0.1324
42 C -0.0581
43 C -0.0573
44 N -0.1116
45 C -0.0402
46 C -0.7870
47 Se 0.5581
48 H 0.0931
49 H 0.0563
50 H 0.0902
51 H 0.1012
52 H 0.0976
53 H 0.0895
54 H 0.0800
55 H 0.0711
56 C -0.1147
57 C -0.1040
58 C -0.1223
59 C -0.3835
60 C -0.1506
61 C -0.1043
62 Si 0.6274
63 C -0.3838
64 C -0.1602
65 C -0.1087
66 C -0.1152
67 C -0.1199
68 C -0.1434
69 H 0.0912
70 H 0.0930
71 H 0.0937
72 H 0.0831
73 H 0.0960
74 H -0.0750
75 H 0.0915
76 H 0.0965
77 H 0.0902
78 H 0.0950
79 H 0.0975